Molecular formula: C20H16ClF3N2O7STi
Method: DFT, ωB97M-V/def2-TZVPD

```
! wB97M-V def2-TZVPD RIJCOSX def2/J DEFGRID3
* xyz -2 3
Ti -0.75 -0.62 -0.33
C -1.84 -3.69 2.13
C -0.69 -2.91 1.52
O -0.89 -2.52 0.30
C 0.39 -2.53 2.30
C 1.44 -1.71 1.67
C 2.71 -1.71 2.45
N 1.20 -1.09 0.57
N 2.24 -0.42 -0.15
C 1.79 -0.17 -1.38
O 0.58 -0.46 -1.90
C 2.79 0.49 -2.28
C 2.47 0.67 -3.64
C 3.39 1.20 -4.52
C 4.67 1.59 -4.10
C 4.96 1.47 -2.74
C 4.06 0.94 -1.81
H -1.51 -4.41 2.86
H -2.31 -4.23 1.35
H -2.62 -2.95 2.44
H 0.43 -2.96 3.28
H 2.68 -0.91 3.17
H 3.53 -1.48 1.78
H 2.90 -2.66 2.93
H 1.49 0.40 -3.92
H 3.04 1.28 -5.58
H 5.44 1.93 -4.80
H 5.97 1.79 -2.37
H 4.40 0.84 -0.76
Cl -2.22 3.96 5.22
C -2.28 2.70 4.06
C -2.57 1.35 4.42
C -2.37 0.35 3.54
C -1.98 0.62 2.22
O -2.03 -0.37 1.34
C -1.62 1.93 1.88
C -1.16 2.21 0.58
O -0.76 1.34 -0.34
C -1.74 2.91 2.82
H -2.87 1.07 5.42
H -2.66 -0.70 3.68
H -0.89 3.27 0.33
H -1.37 3.89 2.68
F -3.69 0.97 -4.82
C -3.28 0.88 -3.54
F -4.25 1.38 -2.73
F -2.14 1.62 -3.49
S -3.02 -0.94 -3.00
O -2.52 -0.65 -1.67
O -4.34 -1.49 -2.97
O -2.20 -1.47 -4.10
*
```

**Kohn-Sham gap (spin up / spin down)**: 4.32 / 6.60 eV
**Expectation value of S²**: 2.03
**HOMO energy (spin up / spin down)**: 0.0058 / -0.0781 hartree
**E**: -92942.155 eV
**Energy relative to the best compared isomer or geometry (same formula, charge and spin)**: 14.9 kJ/mol

=====

Molecular formula: C6H17N2O
Method: DFT, ωB97M-V/def2-TZVPD

```
! wB97M-V def2-TZVPD RIJCOSX def2/J DEFGRID3
* xyz 1 1
C -0.89 1.12 -1.23
C -1.76 -1.34 -0.87
C -2.10 0.58 0.95
C 2.44 -1.55 0.35
C -1.09 0.03 -0.10
C 0.27 -0.32 0.53
N 0.63 0.27 1.62
N 1.04 -1.18 -0.06
O 2.14 1.74 -0.35
H -0.99 2.01 -0.67
H -1.86 1.08 -1.78
H -0.10 0.98 -1.91
H -1.06 -1.76 -1.57
H -2.63 -1.13 -1.48
H -1.82 -2.10 -0.06
H -3.05 0.66 0.32
H -2.27 -0.14 1.61
H -1.86 1.56 1.35
H 2.97 -2.28 -0.18
H 3.04 -0.60 0.18
H 2.30 -1.68 1.41
H -0.04 0.88 2.05
H 1.56 0.18 1.90
H 0.66 -1.45 -0.98
H 1.52 2.27 -0.87
H 2.94 2.20 -0.14
*
```

**Kohn-Sham gap**: 11.90 eV
**HOMO energy**: -0.5331 hartree
**E**: -11518.830 eV
**Energy relative to the best compared isomer or geometry (same formula, charge and spin)**: 132.7 kJ/mol

=====

Molecular formula: C23H22N2NiO3S3Te
Method: DFT, ωB97M-V/def2-TZVPD

```
! wB97M-V def2-TZVPD RIJCOSX def2/J DEFGRID3
* xyz 0 3
Ni 2.15 -1.20 -1.19
O 0.80 -3.72 3.38
C 0.23 -4.47 2.41
C -0.51 -5.58 2.82
C -1.12 -6.39 1.88
C -1.01 -6.12 0.52
C -0.27 -5.02 0.12
C 0.35 -4.18 1.04
C 1.12 -3.02 0.53
O 1.17 -2.83 -0.74
N 1.72 -2.26 1.42
N 2.41 -1.22 0.81
C 3.04 -0.44 1.59
S 4.03 0.87 0.96
C 4.05 1.74 2.55
C 4.20 0.70 3.64
S 2.98 -0.61 3.33
H 1.28 -2.98 2.93
H -0.58 -5.78 3.88
H -1.69 -7.25 2.22
H -1.48 -6.75 -0.21
H -0.16 -4.78 -0.93
H 3.13 2.31 2.68
H 4.90 2.43 2.54
H 4.00 1.11 4.63
H 5.20 0.26 3.63
Te 4.19 -0.71 -2.61
C 3.81 1.35 -2.93
C 4.60 2.32 -2.31
C 4.37 3.68 -2.52
C 3.34 4.08 -3.36
C 2.54 3.13 -3.98
C 2.78 1.78 -3.77
H 5.41 2.01 -1.67
H 5.00 4.41 -2.04
H 3.16 5.14 -3.54
H 1.74 3.44 -4.65
H 2.16 1.04 -4.26
C 0.93 3.14 -0.93
S 0.74 1.52 -0.21
O 1.17 0.58 -1.31
C -1.04 1.43 -0.17
C -1.73 0.91 -1.25
C -3.12 0.83 -1.19
C -3.79 1.27 -0.06
C -3.08 1.78 1.03
C -1.70 1.85 0.98
H 0.40 3.18 -1.88
H 2.00 3.29 -1.08
H 0.53 3.87 -0.22
H -1.18 0.56 -2.11
H -3.67 0.43 -2.02
H -4.87 1.21 -0.01
H -3.61 2.11 1.92
H -1.14 2.21 1.83
*
```

**Kohn-Sham gap (spin up / spin down)**: 7.33 / 7.14 eV
**Expectation value of S²**: 2.01
**HOMO energy (spin up / spin down)**: -0.2662 / -0.2683 hartree
**E**: -114172.977 eV
**Energy relative to the best compared isomer or geometry (same formula, charge and spin)**: 0.0 kJ/mol

=====

Molecular formula: C55H37IMoN11O3S
Method: DFT, ωB97M-V/def2-TZVPD

```
! wB97M-V def2-TZVPD RIJCOSX def2/J DEFGRID3
* xyz -1 3
Mo -0.46 -0.45 -0.88
C 5.01 -0.82 -4.57
C 5.63 -0.13 -3.52
C 4.88 0.41 -2.48
C 3.51 0.21 -2.51
C 2.44 0.62 -1.58
N 2.59 1.53 -0.69
C 1.49 1.72 0.13
C 1.14 2.85 0.82
C 1.94 4.06 0.81
C 2.07 4.95 1.81
C 1.43 4.85 3.15
C 0.02 3.01 3.18
C 0.07 2.46 1.79
C -0.10 1.06 1.45
N -0.80 0.29 2.40
C -2.61 -0.05 1.19
N -2.33 -0.04 -0.26
C -3.47 0.39 -0.91
N -3.63 0.69 -2.15
C -2.60 0.57 -3.03
N -1.35 0.08 -2.75
C -0.73 -0.16 -3.96
N 0.55 -0.58 -4.18
C 1.45 -0.45 -3.28
N 1.27 -0.02 -1.96
C 2.90 -0.48 -3.55
C 3.63 -0.99 -4.61
C -1.59 0.21 -5.01
C -1.45 0.19 -6.42
C -2.49 0.64 -7.18
C -3.70 1.11 -6.58
C -3.85 1.14 -5.22
C -2.78 0.69 -4.42
C -4.60 0.26 0.01
C -5.95 0.37 -0.28
C -6.85 0.00 0.71
C -6.39 -0.48 1.93
C -5.03 -0.57 2.21
C -4.12 -0.17 1.24
N 0.76 0.59 0.49
H 5.62 -1.21 -5.37
H 6.70 -0.01 -3.52
H 5.34 0.95 -1.67
H 2.54 4.20 -0.08
H 2.73 5.80 1.67
H 1.77 5.63 3.83
H -0.64 2.43 3.82
H 3.15 -1.50 -5.43
H -0.53 -0.16 -6.87
H -2.41 0.64 -8.26
H -4.50 1.46 -7.22
H -4.76 1.50 -4.76
H -6.26 0.71 -1.25
H -7.92 0.06 0.52
H -7.10 -0.80 2.68
H -4.71 -0.95 3.17
O -0.95 5.20 1.84
S -0.38 4.77 3.08
O -0.94 5.22 4.32
N -1.26 2.10 1.14
C -1.98 1.16 2.04
C -2.78 1.49 3.25
C -2.94 0.52 4.19
C -2.54 -0.86 4.17
C -1.96 -1.61 3.15
C -1.64 -2.96 3.26
C -0.92 -3.62 2.26
C -0.50 -2.92 1.14
N -0.77 -1.63 0.91
C -1.52 -0.90 1.89
C 1.40 3.39 3.83
C 2.55 2.50 3.46
C 3.54 2.18 4.34
C 3.48 2.57 5.69
C 2.31 3.20 6.15
C 1.30 3.53 5.31
H -3.22 2.47 3.38
H -3.50 0.81 5.08
H -2.78 -1.41 5.07
H -1.92 -3.48 4.17
H -0.64 -4.66 2.36
H 0.11 -3.42 0.39
H 2.61 2.13 2.45
H 4.37 1.57 3.99
H 4.27 2.32 6.38
H 2.19 3.39 7.22
H 0.39 3.98 5.70
I 2.90 -1.48 2.37
C 3.57 -2.77 0.87
C 3.98 -4.06 1.18
C 4.38 -4.87 0.13
C 4.38 -4.36 -1.16
C 3.95 -3.06 -1.35
N 3.55 -2.27 -0.35
H 3.96 -4.41 2.20
H 4.71 -5.89 0.32
H 4.69 -4.96 -2.00
H 3.93 -2.61 -2.33
C 0.75 -4.12 -2.66
O 0.71 -2.91 -1.91
C -0.42 -2.23 -1.75
C -1.68 -2.88 -2.24
H 0.03 -4.85 -2.27
H 1.76 -4.49 -2.55
H 0.54 -3.91 -3.72
H -1.58 -3.26 -3.25
H -2.51 -2.17 -2.20
H -1.91 -3.71 -1.57
*
```

**Kohn-Sham gap (spin up / spin down)**: 5.40 / 5.14 eV
**Expectation value of S²**: 2.11
**HOMO energy (spin up / spin down)**: -0.1304 / -0.1327 hartree
**E**: -100957.201 eV
**Energy relative to the best compared isomer or geometry (same formula, charge and spin)**: 663.9 kJ/mol

=====

Molecular formula: C3H7NO2S
Method: DFT, ωB97M-V/def2-TZVPD

```
! wB97M-V def2-TZVPD RIJCOSX def2/J DEFGRID3
* xyz 0 1
C -1.13 0.63 1.52
C 0.99 -1.19 -1.12
C 0.22 0.56 0.40
N -0.11 -0.40 -0.52
O -1.73 -0.58 1.42
O -1.36 1.57 2.22
S 0.53 2.23 -0.20
H 1.92 -0.90 -0.44
H 0.85 -2.33 -1.04
H 1.29 -1.02 -2.12
H 1.18 0.28 1.00
H -1.15 -1.04 0.68
H -0.83 -0.19 -1.14
H -0.67 2.37 -0.67
*
```

**Kohn-Sham gap**: 9.90 eV
**HOMO energy**: -0.3434 hartree
**Structure (SMILES)**: CN[C@@H](S)C(=O)O
**E**: -19643.711 eV
**Energy relative to the best compared isomer or geometry (same formula, charge and spin)**: 182.7 kJ/mol

=====

Molecular formula: BH4N
Method: DFT, ωB97M-V/def2-TZVPD

```
! wB97M-V def2-TZVPD RIJCOSX def2/J DEFGRID3
* xyz 0 1
B 0.79 0.07 0.04
N -0.52 0.35 0.02
H 1.68 0.87 0.04
H 1.06 -1.06 -0.20
H -1.21 1.15 0.01
H -1.80 -1.39 0.09
*
```

**Kohn-Sham gap (spin up / spin down)**: 9.21 / 9.81 eV
**HOMO energy (spin up / spin down)**: -0.3894 / -0.3808 hartree
**E**: -2226.887 eV
**Energy relative to the best compared isomer or geometry (same formula, charge and spin)**: 476.9 kJ/mol

=====

- Among the records above, which one has the lowest energy relative to the best compared isomer or geometry (same formula, charge and spin)?
  C23H22N2NiO3S3Te

=====

- Look up the energy relative to the best compared isomer or geometry (same formula, charge and spin) of the first one.
  14.9 kJ/mol